No. 1
{"formula": "C26H19ClN6O3STa", "method": "wB97M-V/def2-TZVPD", "relative_energy_ev": 0.000, "orbital_gap_ev": 5.76, "e_homo_ev": -16.296, "energy_ha": -2470.98654, "lumo_energy_ha": -0.387, "largest_force_ha_per_bohr": 0.058, "total_charge": 3, "species": ["Ta", "Cl", "C", "C", "C", "C", "O", "C", "C", "N", "C", "C", "C", "C", "C", "C", "C", "C", "N", "C", "C", "H", "H", "H", "H", "H", "H", "H", "H", "H", "H", "N", "C", "C", "C", "C", "C", "C", "S", "O", "O", "N", "C", "N", "C", "C", "C", "N", "H", "H", "H", "H", "H", "H", "H", "H", "H"], "positions_angstrom": [[0.581631, 0.019683, -0.087630], [-5.497866, -2.622977, 3.104887], [-4.126067, -2.195952, 2.186106], [-3.994658, -2.647877, 0.871222], [-2.877033, -2.329007, 0.112624], [-1.905433, -1.537232, 0.669904], [-0.760744, -1.203021, -0.004329], [-2.003196, -1.067228, 1.989443], [-0.907850, -0.407297, 2.634423], [0.192643, 0.015727, 2.078083], [1.312654, 0.364732, 2.891940], [1.294599, 0.912613, 4.144297], [2.502478, 1.067131, 4.854660], [3.688448, 0.649406, 4.316764], [3.723136, 0.092605, 3.016004], [4.892517, -0.389084, 2.392770], [4.823216, -0.932142, 1.132726], [3.605172, -0.951850, 0.461601], [2.477190, -0.492544, 1.011521], [2.522991, -0.007077, 2.298164], [-3.129116, -1.421083, 2.745826], [-4.774325, -3.264535, 0.443190], [-2.766876, -2.704246, -0.896498], [-0.969621, -0.330384, 3.718041], [0.366758, 1.233141, 4.603388], [2.477251, 1.504529, 5.843014], [4.609715, 0.739753, 4.877589], [5.838596, -0.337117, 2.918451], [5.700514, -1.328492, 0.642023], [3.541760, -1.342946, -0.543057], [-3.216980, -1.092419, 3.774534], [4.940137, 3.866543, -5.788050], [4.138320, 3.277867, -4.910922], [3.151398, 4.034247, -4.215893], [2.299477, 3.433338, -3.346293], [2.415749, 2.037452, -3.141678], [3.416261, 1.263384, -3.781603], [4.260504, 1.882267, -4.647487], [1.372505, 1.286371, -2.096087], [-0.002019, 0.950329, -2.461984], [1.956206, -0.042363, -1.584472], [1.165474, 1.965614, -0.580606], [-0.095535, 2.608127, -0.472794], [-0.364659, 3.773651, -0.982722], [-1.629499, 4.189228, -0.829852], [-2.596863, 3.418270, -0.189202], [-2.226297, 2.170572, 0.259568], [-0.954233, 1.765095, 0.118300], [4.850537, 4.844061, -6.015366], [5.637587, 3.341931, -6.291950], [3.079663, 5.100569, -4.387183], [1.549183, 4.013744, -2.822445], [3.495610, 0.198417, -3.611361], [5.025842, 1.309227, -5.154129], [-1.869529, 5.155629, -1.255823], [-3.612334, 3.767596, -0.071547], [-2.923491, 1.484727, 0.723398]], "forces_ev_per_a": [[0.0, 0.4, 3.0], [-0.1, 0.0, 0.0], [0.0, 0.0, -0.1], [0.0, 0.0, 0.0], [0.0, -0.1, -0.3], [-0.1, 0.2, 0.1], [-0.6, -0.9, -0.5], [0.2, 0.1, 0.0], [0.0, -0.1, 0.1], [0.0, 0.1, -0.4], [-0.1, 0.0, 0.0], [-0.1, 0.1, 0.1], [0.0, 0.0, 0.0], [0.0, 0.0, 0.0], [0.1, 0.0, 0.0], [0.0, 0.0, 0.0], [0.0, 0.0, 0.0], [0.0, 0.0, 0.0], [-0.7, 0.1, -0.4], [0.1, -0.1, -0.1], [0.0, 0.0, 0.2], [0.0, 0.0, 0.0], [0.0, 0.0, 0.0], [0.0, 0.0, 0.0], [0.0, 0.0, 0.0], [0.0, 0.0, 0.0], [0.0, 0.0, 0.0], [0.0, 0.0, 0.0], [0.0, 0.0, 0.0], [0.0, 0.0, 0.0], [0.0, 0.0, 0.0], [0.0, -0.1, 0.0], [0.0, 0.0, 0.0], [-0.1, 0.1, 0.0], [0.0, 0.0, -0.1], [-0.1, -0.3, 0.3], [0.0, 0.1, -0.2], [0.0, 0.0, 0.0], [0.4, 0.8, -0.9], [0.0, -0.2, 0.0], [0.2, -0.2, -0.3], [0.1, 0.3, -0.6], [-0.2, 0.1, -0.1], [0.0, 0.1, 0.1], [0.0, 0.0, 0.0], [0.0, 0.0, 0.0], [-0.1, -0.2, 0.2], [0.7, -0.5, -0.3], [0.0, 0.0, 0.0], [0.0, 0.0, 0.0], [0.0, 0.0, 0.0], [0.0, 0.0, 0.0], [0.0, 0.0, 0.0], [0.0, 0.0, 0.0], [0.0, 0.0, 0.0], [0.0, 0.0, 0.0], [0.0, 0.0, 0.0]]}

No. 2
{"formula": "C6H20NO3", "method": "wB97M-V/def2-TZVPD", "relative_energy_ev": 0.414, "orbital_gap_ev": [3.54, 9.82], "e_homo_ev": [-2.946, -9.371], "energy_ha": -520.90954, "lumo_energy_ha": [0.022, 0.017], "multiplicity": 2, "largest_force_ha_per_bohr": 0.047, "total_charge": 0, "species": ["C", "C", "C", "C", "C", "C", "N", "H", "H", "H", "H", "H", "H", "H", "H", "H", "H", "H", "H", "H", "H", "H", "H", "O", "H", "H", "O", "H", "H", "O"], "positions_angstrom": [[-1.210516, -1.223160, 0.978436], [-1.808035, -0.046694, 0.165962], [-0.903933, 0.359194, -1.016181], [2.465616, 2.246740, -1.050860], [1.030672, 1.810773, -1.288856], [0.492547, 0.769541, -0.663528], [-1.012817, -2.466007, 0.106860], [-0.239503, -0.907311, 1.454351], [-1.845156, -1.558011, 1.809991], [-2.787303, -0.483751, -0.109388], [-2.025128, 0.741777, 0.898166], [-0.965616, -0.398658, -1.808065], [-1.532986, 1.115952, -1.506086], [3.099846, 1.393757, -0.815174], [2.711168, 2.810610, -1.939238], [2.538677, 2.945911, -0.178946], [0.476185, 2.286118, -2.116831], [0.948378, 0.196211, 0.140338], [-1.602697, -3.219259, 0.627948], [-0.010353, -2.711335, 0.099107], [-1.352716, -2.353450, -0.877418], [-1.584801, 3.509947, 1.376161], [-2.264113, 3.455826, 0.025598], [-2.257747, 3.025563, 0.894375], [2.201693, -2.826821, -0.586683], [1.659552, -2.108439, -1.869772], [1.444485, -2.769042, -1.202005], [1.084325, -1.042687, 3.452663], [1.931601, -1.657630, 2.480468], [1.318661, -0.895655, 2.518616]], "forces_ev_per_a": [[0.9, 1.0, 0.2], [0.0, -2.1, 1.1], [-2.2, 0.0, 0.0], [-1.1, 0.8, 0.7], [0.8, -0.6, 0.3], [-1.3, 0.4, -0.5], [-1.1, 0.0, 1.2], [-1.1, -0.9, -0.8], [-0.1, 0.3, -0.3], [0.2, 0.8, -0.6], [0.3, 0.1, -0.5], [0.5, -0.5, 0.3], [0.8, 0.6, 0.0], [0.2, 0.1, -0.4], [0.9, 0.0, -0.1], [-0.1, -0.4, -0.7], [0.2, -0.1, 0.6], [0.4, 0.3, -0.2], [1.0, 0.4, -1.0], [-0.1, -0.3, -0.3], [0.3, -0.1, 0.8], [0.2, 0.0, 0.2], [-0.1, -0.2, 0.3], [-0.1, 0.3, -0.4], [-0.2, 0.1, -0.3], [0.2, 0.2, 0.0], [0.2, -0.3, 0.3], [-0.5, 0.6, -0.2], [-0.1, 0.3, -0.8], [1.0, -0.9, 1.3]]}

No. 3
{"formula": "C12H16BrNO", "method": "wB97M-V/def2-TZVPD", "relative_energy_ev": 5.984, "orbital_gap_ev": 8.92, "e_homo_ev": -8.380, "energy_ha": -3170.68366, "lumo_energy_ha": 0.020, "largest_force_ha_per_bohr": 0.097, "total_charge": 0, "species": ["C", "C", "C", "C", "C", "C", "C", "C", "C", "C", "C", "C", "N", "O", "Br", "H", "H", "H", "H", "H", "H", "H", "H", "H", "H", "H", "H", "H", "H", "H", "H"], "positions_angstrom": [[-0.155032, 0.051678, -0.518062], [-3.302448, 1.275765, -1.270964], [2.125186, 0.157957, -0.459168], [2.867857, -2.653591, -2.384629], [1.621597, -2.267790, -2.220105], [-2.448804, 2.039096, -0.539003], [1.724789, 0.711827, 0.917069], [-2.041028, 1.828612, 0.854072], [-0.565869, 2.062025, 1.075719], [0.230714, 0.702784, 0.862240], [-0.325351, -0.443659, 1.774611], [1.140382, -0.875658, -2.405815], [0.962714, -0.173681, -1.106507], [3.220999, -0.170529, -0.803204], [-3.623734, 1.748152, -3.111700], [3.180729, -3.635210, -2.097901], [3.669519, -1.834082, -2.303813], [0.787808, -3.046830, -2.097979], [-1.819271, 2.718221, -1.058562], [-3.980051, 0.516344, -0.946876], [2.119826, 0.107647, 1.592591], [2.149638, 1.675925, 0.974732], [-2.552375, 2.706035, 1.411029], [-2.388891, 0.889477, 1.369034], [-0.137858, 2.876949, 0.418891], [-0.414918, 2.369514, 2.073166], [-0.707372, 0.106526, 2.780717], [0.396052, -1.158132, 2.262107], [-1.284764, -0.728540, 1.232474], [0.034322, -0.993230, -2.668488], [1.737562, -0.231387, -3.154912]], "forces_ev_per_a": [[-1.3, 1.1, 1.1], [1.0, 2.3, 0.4], [1.2, -0.2, 2.8], [1.8, 1.8, 1.7], [-1.4, -1.6, -0.7], [-1.4, -2.9, -1.8], [-1.4, 2.4, -4.2], [-1.6, 1.6, 2.1], [1.5, -1.5, -1.5], [-1.3, -1.1, -0.3], [-2.0, 2.4, 2.8], [-2.3, 0.8, -0.8], [1.2, -0.7, -2.5], [0.5, 0.5, -0.6], [0.1, -0.2, 0.5], [0.1, -0.7, -0.5], [-1.2, -1.4, -0.8], [1.3, 1.2, 0.0], [0.1, 0.9, -0.5], [0.0, -0.4, 0.3], [1.8, -2.5, 3.2], [0.6, 1.2, 0.4], [0.5, -1.3, -0.5], [0.2, 1.0, -0.8], [-0.5, -0.9, 0.5], [0.4, 0.3, 1.3], [0.6, -1.1, -2.0], [-0.8, 0.2, -1.5], [1.5, -0.9, 1.2], [1.6, 0.6, -0.5], [-1.0, -1.1, 1.4]]}